No. 1
Molecular formula: C4H15B2FO4Sb
Method: DFT, wB97M-V/def2-TZVPD

```
27
Properties=species:S:1:pos:R:3:forces:R:3
C -2.9222 0.5934 -1.1906 0.2 0.1 -0.4
O -2.6808 -0.7867 -1.3985 -0.6 0.2 0.6
B -1.9866 -1.4882 -0.4289 0.0 -0.2 -0.2
O -2.5559 -2.7109 -0.1215 0.1 -0.2 -0.9
Sb -0.0487 -0.8897 0.6521 0.0 0.2 0.2
C 1.8515 -0.2459 1.6991 -0.2 0.2 0.4
C 1.6955 0.8053 2.7704 0.1 0.2 -0.1
F 0.4479 0.7995 3.4225 0.0 -0.1 0.1
C 1.0213 -0.5629 -1.3082 0.1 0.1 -0.2
B 1.1831 0.8972 -1.7856 0.0 -0.3 0.1
O 1.3037 1.9823 -0.9038 0.1 0.3 -0.4
O 1.2454 1.1888 -3.1371 -0.4 0.0 -0.1
H -3.6174 0.9281 -1.9582 -0.1 0.0 -0.1
H -2.0083 1.1808 -1.2689 0.1 0.0 0.0
H -3.3649 0.7892 -0.2154 0.0 0.0 0.1
H -1.8547 -3.3673 -0.0742 0.1 -0.1 0.7
H 0.5322 -2.5969 0.5866 0.0 -0.1 0.0
H -0.8057 -1.2786 2.2022 0.0 0.0 0.0
H -0.5786 0.8233 0.7377 0.0 0.2 0.0
H 2.4516 0.2124 0.9155 0.1 -0.2 -0.1
H 2.3582 -1.1170 2.1127 0.0 -0.3 -0.2
H 2.4320 0.7011 3.5708 0.1 0.0 0.1
H 1.8048 1.8023 2.3441 -0.1 0.1 0.0
H 0.5223 -1.1732 -2.0635 0.0 -0.1 -0.1
H 2.0188 -0.9941 -1.1796 0.0 -0.1 0.3
H 0.4478 2.3757 -0.7187 -0.1 -0.1 0.5
H 1.1077 2.1321 -3.2610 0.3 0.2 -0.1
```
Forces are in eV/Å.

The LUMO energy comes out at 2.958 eV. As for the spin multiplicity: 1. As for the HOMO energy: -3.2 eV. As for the total charge: -1.

No. 2
Molecular formula: H26O13
Method: DFT, wB97M-V/def2-TZVPD

```
39
Properties=species:S:1:pos:R:3:forces:R:3
O -0.6612 2.7937 0.5590 -0.1 -1.2 -0.4
H 0.1058 3.0986 1.0436 0.6 0.2 0.5
H -1.1709 3.5866 0.3927 -0.8 1.1 0.1
O 2.6184 -0.7390 2.2636 0.8 0.2 -0.1
H 3.1879 -1.4361 2.5888 0.2 0.0 0.2
H 1.7498 -1.1389 2.2209 -1.0 -0.3 0.3
O 3.3963 0.6882 0.0667 0.2 0.4 -0.9
H 4.3054 0.4647 0.2662 0.2 0.0 0.1
H 2.8828 0.2065 0.7152 -0.2 -0.3 0.5
O -0.5745 -3.9093 -1.0696 0.4 -1.2 0.7
H -1.1433 -3.2133 -1.3986 -0.2 0.6 -0.6
H 0.2930 -3.5075 -1.0214 0.1 0.2 -0.2
O 0.1842 -2.1125 2.3972 0.5 -0.3 0.7
H -0.1570 -1.5789 1.6795 -0.6 0.7 -0.6
H 0.7796 -2.7313 1.9742 -0.2 -0.5 -0.2
O 1.2883 -1.6423 -2.0906 0.1 -0.3 0.3
H 1.0733 -1.4862 -3.0102 -0.2 -0.1 -0.2
H 2.2168 -1.4206 -2.0203 0.4 0.3 0.1
O -2.5644 -1.4369 0.6907 0.0 -0.5 0.1
H -2.7509 -2.1123 1.3429 0.1 -0.3 0.1
H -3.2364 -0.7709 0.8359 -0.1 0.8 -0.1
O -0.7828 0.6542 -2.4833 -0.2 -0.5 -0.2
H -0.2581 0.4121 -3.2463 0.2 0.2 -0.3
H -0.5265 1.5563 -2.2921 0.3 1.1 0.1
O 0.1013 -0.2088 0.3437 0.4 -0.4 0.7
H 0.4918 -0.8271 -0.2739 0.1 -0.1 -0.7
H -0.1097 0.5594 -0.1869 -0.2 0.4 -0.1
O 0.7576 1.4223 2.9742 -0.3 0.1 0.3
H 1.3452 0.8381 2.4948 0.2 -0.1 -0.1
H 1.1749 2.2818 2.9174 0.1 0.3 0.0
O 0.2484 3.3874 -1.9430 0.5 -0.5 -1.0
H -0.2176 3.3677 -1.1072 -0.1 -0.1 0.7
H -0.0429 4.1977 -2.3612 -0.2 0.4 -0.2
O -1.8994 -1.7315 -1.9696 -0.3 -0.9 -0.7
H -2.0106 -1.6849 -1.0200 -0.4 0.5 0.8
H -1.3529 -0.9756 -2.1846 0.0 0.5 0.1
O -3.1647 1.5210 0.8642 -0.9 -0.6 0.2
H -3.3569 2.0087 0.0633 0.0 0.2 -0.3
H -2.2200 1.6188 0.9838 0.7 0.2 0.1
```
Forces are in eV/Å.

The LUMO energy (alpha / beta) comes out at 2.321 / 2.211 eV. As for the spin multiplicity: 2. As for the HOMO energy (alpha / beta): 0.0 / -8.0 eV. As for the total charge: -1. As for the energy above the lowest of the compared OMol25 structures with the same formula, charge and spin: 65.5 kJ/mol.

No. 3
Molecular formula: C39H56N11ReSi3
Method: DFT, wB97M-V/def2-TZVPD

```
110
Properties=species:S:1:pos:R:3:forces:R:3
Re -0.4579 0.4300 0.3900 0.1 -0.2 0.1
C -1.9751 4.4173 1.7008 0.0 0.0 0.0
C -1.1027 4.8016 2.7004 0.0 0.0 0.0
C -0.1177 3.9065 3.0940 0.0 0.0 0.0
C -0.0113 2.6876 2.4533 0.1 0.0 0.0
N -0.8068 2.3424 1.4108 -0.1 0.0 -0.1
C -1.7937 3.1908 1.0884 0.0 0.0 0.1
C 0.8854 1.6163 2.9117 0.0 0.0 0.1
C 1.7645 1.7442 3.9805 0.0 0.0 0.0
C 2.4912 0.6439 4.3957 0.0 0.0 0.0
C 2.3025 -0.5677 3.7427 0.0 0.0 0.0
C 1.4186 -0.6179 2.6881 0.0 0.0 0.1
N 0.7369 0.4533 2.2631 0.0 0.0 0.1
H -2.7860 5.0548 1.3779 0.0 0.0 0.0
H -1.1977 5.7627 3.1875 0.0 0.0 0.0
H 0.5449 4.1549 3.9087 0.0 0.0 0.0
H -2.4613 2.8787 0.3065 0.0 0.0 0.1
H 1.8797 2.6909 4.4859 0.0 0.0 0.0
H 3.1873 0.7275 5.2195 0.0 0.0 0.0
H 2.8447 -1.4590 4.0270 0.0 0.0 0.0
H 1.2882 -1.5330 2.1301 0.0 0.0 -0.1
C 0.9764 3.3017 -3.7838 0.0 0.0 0.0
Si 1.2686 2.3212 -2.2051 -0.1 0.0 0.0
C 2.8778 1.4212 -2.5935 0.0 0.0 0.0
C 1.5462 3.7237 -0.9517 0.0 0.0 0.0
C -0.2154 1.1311 -1.7205 0.2 0.3 -0.3
Si -0.2105 -0.2328 -3.1239 -0.1 -0.1 0.1
C 1.0674 -1.6381 -3.0188 0.1 0.1 0.0
C 0.1486 0.3039 -4.8801 0.0 -0.1 0.0
C -1.8895 -1.1298 -3.1646 0.0 0.0 0.0
Si -1.6935 2.2438 -2.2010 0.0 0.0 0.0
C -2.3403 2.2858 -3.9558 0.0 0.0 0.0
C -1.7192 4.0694 -1.7202 0.1 0.0 -0.1
C -3.0499 1.3479 -1.2368 0.0 0.1 0.0
C -4.3808 1.4566 -1.6207 0.0 0.0 0.0
C -5.3514 0.6310 -1.0823 0.1 0.0 0.0
C -4.9336 -0.3189 -0.1668 0.0 0.0 0.0
C -3.6062 -0.3552 0.2058 0.0 -0.1 0.0
N -2.6589 0.4745 -0.2736 0.0 0.0 -0.1
H 1.9109 3.8668 -3.8851 0.0 0.0 0.0
H 0.1852 4.0450 -3.7457 -0.1 0.0 0.0
H 0.8676 2.7175 -4.6916 0.0 0.0 0.0
H 3.7195 2.0790 -2.3629 0.0 0.0 0.0
H 2.9212 1.2341 -3.6678 0.0 0.0 0.0
H 3.0456 0.4720 -2.0903 0.0 0.1 -0.1
H 2.6058 3.8092 -0.6994 0.0 0.0 0.0
H 0.9773 3.6739 -0.0210 0.0 0.0 0.0
H 1.2708 4.6611 -1.4373 0.0 0.0 0.0
H 2.0739 -1.2523 -3.1892 0.0 0.0 0.0
H 0.8284 -2.2605 -3.8865 0.0 0.0 0.0
H 1.1274 -2.3098 -2.1647 -0.1 -0.1 0.0
H 1.1898 0.5824 -5.0345 0.0 0.0 0.0
H -0.4885 1.0713 -5.3048 0.0 0.0 0.0
H -0.0183 -0.6075 -5.4639 0.0 0.0 0.0
H -2.5701 -0.9328 -2.3373 0.0 0.0 0.0
H -1.7437 -2.2137 -3.2210 0.0 0.0 0.0
H -2.4139 -0.8648 -4.0842 0.0 0.0 0.0
H -1.6437 2.7737 -4.6346 0.0 0.0 0.0
H -3.2294 2.9235 -3.9306 0.0 0.0 0.0
H -2.6351 1.3277 -4.3776 0.0 0.0 0.0
H -1.5560 4.6745 -2.6111 0.0 0.0 0.0
H -1.0143 4.4015 -0.9638 0.0 0.0 0.0
H -2.7297 4.3122 -1.3754 0.0 0.0 0.0
H -4.6468 2.1803 -2.3789 0.0 0.0 0.0
H -6.3872 0.7057 -1.3854 0.0 0.0 0.0
H -5.6212 -1.0284 0.2713 0.0 0.0 0.0
H -3.3035 -1.0887 0.9285 0.0 0.0 0.0
C -2.0106 -0.9616 4.7307 0.0 0.0 0.0
N -1.8098 -2.0433 3.7675 0.0 0.0 0.0
C -2.2415 -3.3627 4.2523 0.0 0.0 0.0
C -1.5277 -1.7426 2.4940 0.1 0.0 0.0
N -1.5310 -0.5231 2.0229 -0.2 0.2 0.0
N -1.2192 -2.7952 1.6580 0.0 0.0 0.1
C -0.9018 -2.7074 0.3189 0.0 0.0 0.0
N -0.8876 -3.8900 -0.3217 -0.1 0.1 -0.1
N -0.6020 -1.5898 -0.2573 0.0 0.0 -0.1
H -1.9057 -1.3748 5.7303 0.0 0.0 0.0
H -3.0063 -0.5189 4.6451 0.0 0.0 0.0
H -1.2450 -0.1940 4.6107 0.0 0.0 0.0
H -1.6887 -3.6035 5.1579 0.0 0.0 0.0
H -2.0688 -4.1612 3.5386 0.0 0.0 0.0
H -3.3073 -3.3371 4.4816 0.0 0.0 0.0
H -1.8991 0.1418 2.6912 0.0 0.0 0.0
H -1.0631 -3.7003 2.0826 0.0 0.0 -0.1
H -1.3566 -4.6948 0.0610 0.0 0.0 0.0
H -0.6513 -3.9259 -1.3005 0.0 0.0 0.0
H -0.5218 -1.7209 -1.2606 -0.1 0.0 0.0
C 3.9421 1.0722 0.4852 0.0 0.0 0.0
C 2.5748 1.2133 0.4250 0.0 0.0 0.0
N 1.7491 0.2108 0.0739 0.1 -0.1 0.0
C 2.3078 -0.9720 -0.2098 -0.1 0.0 0.0
C 3.6788 -1.2033 -0.2068 0.0 0.0 0.1
C 4.5095 -0.1445 0.1431 0.0 0.0 0.0
C 4.2700 -2.4790 -0.6621 0.0 0.0 0.0
C 3.9016 -3.7440 -0.4556 0.0 0.0 0.0
C 2.8339 -4.2941 0.3945 0.0 0.0 0.0
C 2.3622 -5.5833 0.1576 0.0 0.0 0.0
C 1.3217 -6.0421 0.9448 0.0 0.0 0.0
N 0.8127 -5.3104 1.9406 0.0 0.0 0.1
C 1.4061 -4.1420 2.1475 0.0 0.0 0.0
N 2.3520 -3.5724 1.4182 0.0 0.0 0.0
H 4.5522 1.9164 0.7751 0.0 0.0 0.0
H 2.1101 2.1499 0.6817 0.0 0.0 0.0
H 1.6391 -1.7798 -0.4357 0.0 0.0 0.0
H 5.5848 -0.2737 0.1501 0.0 0.0 0.0
H 5.1469 -2.3385 -1.2865 0.0 0.0 0.0
H 4.4840 -4.5016 -0.9679 0.0 0.0 0.0
H 2.7790 -6.1968 -0.6291 0.0 0.0 0.0
H 0.8796 -7.0177 0.7793 0.0 0.0 0.0
H 1.0554 -3.5778 3.0097 0.1 0.0 0.0
```
Forces are in eV/Å.

The LUMO energy (alpha / beta) comes out at -8.273 / -9.081 eV. As for the spin multiplicity: 2. As for the HOMO energy (alpha / beta): -16.1 / -15.8 eV. As for the total charge: +3. As for the energy above the lowest of the compared OMol25 structures with the same formula, charge and spin: 0.0 kJ/mol.

Per-record maximum force, eV/Å: 0.9 1.4 0.4